# 1
This record from the OMol25 dataset describes a molecular structure, C36H67AsN4O2S2Si3Tc. The level of theory is ωB97M-V/def2-TZVPD.

ORCA input file:
```
! wB97M-V def2-TZVPD RIJCOSX def2/J DEFGRID3
* xyz 2 4
Tc 0.34309 -0.38165 -1.26571
C 1.89276 -0.65166 1.63374
O 0.69811 -0.05647 1.15798
Si -0.18621 0.77097 2.36698
C 0.79020 2.35309 2.79816
C -0.14402 -0.29711 3.94793
C -1.91666 0.95162 1.64803
Si -3.12468 -0.48237 1.96291
C -2.25639 -2.18983 1.84964
C -3.83658 -0.27737 3.72345
C -4.62419 -0.49280 0.78165
Si -2.52803 2.71005 1.28637
C -4.08546 2.76303 0.18843
C -1.19107 3.77056 0.41785
C -2.98939 3.50641 2.96199
H 1.66680 -1.42782 2.36493
H 2.53079 0.09119 2.11236
H 2.41507 -1.09707 0.79222
H 1.69025 2.11786 3.36427
H 0.18637 2.99092 3.43440
H 1.08868 2.94511 1.93965
H 0.84603 -0.30456 4.39642
H -0.44150 -1.32702 3.77960
H -0.81629 0.11719 4.69066
H -2.20809 -2.66498 2.82379
H -1.24230 -2.10856 1.46856
H -2.79658 -2.86931 1.19789
H -3.07358 -0.38222 4.48412
H -4.58761 -1.03899 3.89354
H -4.30870 0.68758 3.85206
H -4.35584 -0.23506 -0.23651
H -5.38561 0.20146 1.11419
H -5.08601 -1.47465 0.76787
H -3.97577 2.19304 -0.72649
H -4.29738 3.79140 -0.08349
H -4.95242 2.39244 0.71940
H -0.36586 3.16176 0.06359
H -0.78756 4.52572 1.08284
H -1.60070 4.29382 -0.44050
H -3.81310 2.98222 3.43332
H -3.30180 4.53324 2.80119
H -2.15695 3.51269 3.65731
S -1.81284 -1.44712 -1.25428
C -2.74229 -0.52281 -2.35096
N -3.82902 -1.03466 -2.94459
C -4.40258 -0.30330 -4.05565
C -4.50550 1.16859 -3.68475
N -3.21878 1.65985 -3.23841
C -2.89963 3.02584 -3.59864
C -2.64892 3.10849 -5.08577
C -3.49536 3.83347 -5.91393
C -3.24843 3.89384 -7.27679
C -2.16107 3.22577 -7.81375
C -1.33244 2.47806 -6.99345
C -1.57378 2.42074 -5.63446
C -2.37965 0.84332 -2.58726
S -0.92255 1.45712 -1.92195
C -4.31075 -2.38197 -2.72590
C -4.03890 -3.26451 -3.92438
C -2.73076 -3.44711 -4.35389
C -2.45112 -4.25737 -5.43840
C -3.48218 -4.90171 -6.10310
C -4.78796 -4.72830 -5.67776
C -5.06873 -3.90587 -4.59788
H -5.38697 -0.71273 -4.28045
H -3.77193 -0.41363 -4.94589
H -5.24459 1.31560 -2.88587
H -4.82323 1.74886 -4.55351
H -2.01953 3.34478 -3.03908
H -3.74352 3.66155 -3.32114
H -4.33625 4.36174 -5.49023
H -3.90419 4.46502 -7.91389
H -1.96369 3.28367 -8.87271
H -0.49426 1.94424 -7.41454
H -0.92362 1.84647 -4.98802
H -5.38535 -2.33939 -2.52422
H -3.81278 -2.78215 -1.84175
H -1.92694 -2.94774 -3.83105
H -1.43141 -4.38898 -5.76571
H -3.26820 -5.53799 -6.94846
H -5.59561 -5.23222 -6.18560
H -6.09199 -3.77894 -4.27555
N 0.35183 -3.98310 -1.35467
C 1.45648 -3.38447 -0.89184
N 2.45353 -4.15676 -0.43232
O 1.59401 -2.14272 -0.86977
H 0.24627 -4.98199 -1.37529
H -0.42374 -3.40643 -1.64785
H 2.40730 -5.16053 -0.41823
H 3.29787 -3.72278 -0.09920
C 3.93299 3.26820 -0.67325
C 2.75252 2.33270 -0.43209
As 2.51751 0.85168 -1.72146
C 4.28336 -0.06205 -1.76310
C 4.94995 -0.34189 -0.41981
C 2.66106 1.88309 -3.41280
C 2.96151 1.09935 -4.68521
H 4.07505 3.90509 0.19879
H 3.75884 3.92190 -1.52607
H 4.85489 2.71127 -0.84383
H 1.82259 2.90729 -0.44714
H 2.84275 1.87199 0.55289
H 4.94076 0.56561 -2.37589
H 4.13032 -1.00496 -2.29691
H 5.06576 0.56837 0.16666
H 5.94046 -0.76289 -0.58427
H 4.37940 -1.05797 0.16586
H 3.47410 2.59637 -3.25164
H 1.73375 2.45050 -3.53503
H 3.81394 0.43759 -4.54771
H 3.20347 1.79491 -5.48364
H 2.11014 0.50756 -5.00561
C 0.48844 -1.02179 -3.34650
H -0.14342 -1.87766 -3.58645
H 1.51321 -1.32227 -3.57395
H 0.21760 -0.22852 -4.04366
*
```

<S²>: 3.8036
Orbital gap (alpha / beta) (eV): 6.02 / 6.25
E_HOMO (alpha / beta) (eV): -12.977 / -13.280

Results of the Mulliken charge analysis, in e, for atoms 1 through 99: 1.23, -0.81, 0.36, 0.28, -1.25, -1.47, 0.55, 0.51, -1.05, -1.37, -0.92, 0.23, -1.06, 0.21, -1.19, 0.37, 0.41, -0.49, 0.50, 0.36, 0.26, 0.46, 0.39, 0.33, 0.52, -0.10, 0.44, 0.38, 0.40, 0.32, -0.07, 0.45, 0.43, 0.05, 0.47, 0.39, -1.15, 0.50, 0.41, 0.32, 0.39, 0.35, -0.26, -0.06, 0.51, -0.85, -0.66, 0.78, -1.13, 0.16, -0.28, -0.71, -0.49, -0.83, -0.05, -0.89, -0.04, -1.09, 0.35, 0.10, -0.74, -0.51, -0.66, -0.50, 0.59, 0.34, 0.26, 0.51, 0.43, 0.54, 0.45, 0.42, 0.42, 0.46, 0.44, 0.48, 0.39, 0.32, 0.46, 0.43, 0.41, 0.44, -0.20, 0.44, -0.40, -0.02, 0.21, -0.16, 0.18, 0.23, -1.73, 0.07, 1.04, -0.87, -1.15, -0.63, -1.26, 0.44, 0.38

# 2
This record from the OMol25 dataset describes 8 unconnected molecules or ions with the total composition H16O8. The level of theory is ωB97M-V/def2-TZVPD.

ORCA input file:
```
! wB97M-V def2-TZVPD RIJCOSX def2/J DEFGRID3
* xyz 0 1
O 0.09014 -1.24221 -0.73449
H 0.31182 -0.28993 -0.60047
H 0.42568 -1.59130 -1.49578
O 1.50442 -2.83823 0.54788
H 2.02836 -3.16603 -0.19524
H 1.29022 -1.97183 0.26987
O -2.45129 0.70720 -0.66861
H -2.74824 -0.11132 -1.00138
H -1.68152 0.70385 -1.25249
O -2.93758 -1.08988 3.19227
H -2.36056 -0.32170 2.93128
H -2.43719 -1.26733 4.01269
O -0.08609 2.87519 -1.27205
H 0.18847 2.53535 -0.44756
H -1.03129 3.02415 -1.06848
O 1.61786 1.89432 -4.16317
H 1.02726 1.13920 -4.44983
H 2.50510 1.86370 -4.53619
O -0.59775 1.58923 1.40721
H -1.23313 2.15431 1.84147
H -0.87903 1.34127 0.59784
O 2.64701 -1.66452 2.44068
H 2.58617 -2.06290 1.56992
H 2.22114 -2.21058 3.07461
*
```

Energy relative to the best compared isomer or geometry (same formula, charge and spin) (eV): 3.859
Orbital gap (eV): 10.36
SMILES: O.O.O.O.O.O.O.O
E_HOMO (eV): -10.478

In the Mulliken picture, each atom carries the following charge in e: -0.72, 0.38, 0.32, -0.69, 0.31, 0.38, -0.58, 0.31, 0.28, -0.63, 0.31, 0.32, -0.60, 0.33, 0.34, -0.62, 0.31, 0.31, -0.61, 0.34, 0.17, -0.66, 0.42, 0.28

# 3
This record from the OMol25 dataset describes a molecular structure, C30H21Cl2N5O9S2Sn. The level of theory is ωB97M-V/def2-TZVPD.

ORCA input file:
```
! wB97M-V def2-TZVPD RIJCOSX def2/J DEFGRID3
* xyz 0 1
Sn -0.11942 -0.33450 0.52171
O -5.70305 1.06406 -0.96713
C -5.48486 -0.24069 -1.17454
C -6.32145 -0.87255 -2.09771
C -6.15462 -2.20729 -2.39142
C -5.14494 -2.95063 -1.79042
C -4.32695 -2.32992 -0.87379
C -4.47529 -0.99266 -0.52747
C -3.55059 -0.45270 0.50109
O -2.57169 -1.11061 0.90240
N -3.93818 0.79839 0.90580
N -3.17969 1.45808 1.78996
C -3.40958 2.69476 2.16854
C -2.38543 3.11161 3.05017
C -2.05880 4.29425 3.70910
C -0.91600 4.29544 4.46784
C -0.10631 3.14890 4.55642
C -0.40292 1.96397 3.91818
C -1.56545 1.98679 3.16737
O -2.05210 0.96927 2.41719
H -5.09699 1.33678 -0.25972
H -7.10575 -0.27450 -2.54955
H -6.81756 -2.66353 -3.11011
H -5.00610 -3.99740 -2.00479
H -3.52533 -2.85795 -0.36343
H -4.21272 3.22622 1.69302
H -2.70214 5.15787 3.64064
H -0.61298 5.18189 5.00827
H 0.80571 3.19643 5.12550
H 0.22374 1.08543 3.95436
Cl 0.93879 4.39398 -5.39222
C 0.34849 3.26908 -4.20863
C -0.20254 2.06110 -4.63038
C -0.64902 1.13544 -3.71854
Cl -1.33992 -0.35646 -4.25538
C -0.57850 1.33061 -2.30683
O -0.96454 0.42682 -1.47889
C -0.05299 2.61313 -1.92683
C 0.01093 3.00623 -0.53660
O -0.21301 2.30624 0.44933
C 0.41612 3.55170 -2.87335
H -0.27409 1.84257 -5.68033
H 0.31137 4.04809 -0.35183
H 0.79922 4.50277 -2.52740
N 6.85982 -0.80752 -2.72469
C 6.15988 -1.11647 -1.57992
C 5.24972 -2.19103 -1.56212
C 4.63168 -2.57465 -0.39631
C 4.87986 -1.87516 0.79221
C 5.73401 -0.77017 0.77914
C 6.35796 -0.39377 -0.39931
S 4.18372 -2.41942 2.28515
O 4.63229 -1.59389 3.34619
O 4.28469 -3.84603 2.36356
N 2.52512 -2.16387 2.16888
C 1.66894 -3.11309 1.60392
S 2.01751 -4.80431 1.59866
C 0.54189 -5.09424 0.79615
C -0.13313 -3.94190 0.60723
N 0.50833 -2.79739 1.05602
H 6.48937 -1.13593 -3.59529
H 7.31363 0.09167 -2.76134
H 5.08025 -2.74767 -2.47342
H 3.96246 -3.42637 -0.40892
H 5.92607 -0.22402 1.68837
H 7.06029 0.42618 -0.39837
H 0.25930 -6.08877 0.53206
H -1.10550 -3.87598 0.14498
O 2.12161 -0.84477 2.01766
O 2.15737 -0.48796 0.56989
*
```

Energy relative to the best compared isomer or geometry (same formula, charge and spin) (eV): 0.011
Orbital gap (eV): 6.99
E_HOMO (eV): -7.892

In the Mulliken picture, each atom carries the following charge in e: 1.30, -0.65, 0.63, -0.76, -0.21, -0.95, -0.49, 0.32, 0.84, -0.80, -1.36, 1.07, -0.58, 1.00, -1.02, -0.52, -0.61, -0.72, 0.44, -0.24, 0.54, 0.42, 0.39, 0.42, 0.42, 0.55, 0.44, 0.41, 0.41, 0.54, -0.24, 0.23, -0.62, 0.45, -0.20, -0.37, -0.18, 0.97, -0.21, -0.50, -1.01, 0.46, 0.27, 0.40, -0.52, 1.04, -0.83, -0.37, -0.01, -0.35, -0.77, 1.24, -0.70, -0.73, 0.24, 0.22, -0.01, -0.31, -0.72, 0.16, 0.22, 0.21, 0.29, 0.37, 0.49, 0.29, 0.45, 0.27, -0.26, -0.62

no.,calculated total energy (a.u.)
1,-5762.5533
2,-611.4408
3,-4037.6245